No. 1
# C36H69N3O12

A 9-piece molecular cluster, C36H69N3O12 overall in a non-equilibrium geometry (ωB97M-V with the def2-TZVPD basis set, the Open Molecules 2025 dataset).

Geometry (Å):
C -5.692 -0.748 5.585
C -5.728 -0.403 4.097
O -6.919 0.383 3.874
C -7.026 1.216 2.808
C -8.282 2.029 2.811
O -6.277 1.183 1.825
H -4.795 -1.364 5.662
H -6.568 -1.321 5.890
H -5.653 0.118 6.246
H -4.850 0.213 3.903
H -5.653 -1.315 3.506
H -9.013 1.400 2.303
H -8.041 2.953 2.286
H -8.648 2.130 3.833
C 0.751 7.163 -4.192
C 0.370 5.696 -4.489
O 1.226 5.198 -5.524
C 1.075 3.911 -5.848
C 2.033 3.635 -7.013
O 0.427 3.014 -5.372
H 0.421 7.775 -5.032
H 1.819 7.234 -3.986
H 0.269 7.534 -3.287
H 0.373 5.148 -3.547
H -0.664 5.604 -4.819
H 2.707 2.798 -6.831
H 2.597 4.506 -7.347
H 1.484 3.442 -7.935
C 2.649 -7.794 -7.435
C 3.054 -8.714 -6.327
O 2.526 -8.149 -5.116
C 3.073 -7.105 -4.502
C 2.295 -6.726 -3.302
O 4.028 -6.451 -4.920
H 2.949 -8.220 -8.392
H 3.091 -6.797 -7.454
H 1.605 -7.499 -7.325
H 2.570 -9.690 -6.300
H 4.141 -8.790 -6.360
H 2.473 -7.438 -2.496
H 1.211 -6.653 -3.383
H 2.672 -5.731 -3.064
C 4.796 -0.052 -4.097
C 5.251 0.914 -2.949
O 4.701 0.336 -1.768
C 4.800 0.986 -0.602
C 4.174 0.239 0.498
O 5.283 2.111 -0.399
H 4.832 -1.096 -3.786
H 5.430 0.052 -4.977
H 3.769 0.188 -4.375
H 6.305 0.998 -2.686
H 4.871 1.906 -3.196
H 3.864 0.950 1.264
H 4.871 -0.438 0.993
H 3.392 -0.436 0.148
C 2.697 12.350 -0.545
C 3.592 11.144 -0.373
O 2.679 10.201 0.253
C 3.028 8.924 0.378
C 1.876 8.060 0.893
O 4.151 8.450 0.088
H 3.199 13.203 -1.002
H 2.461 12.733 0.448
H 1.799 12.156 -1.130
H 3.879 10.895 -1.394
H 4.429 11.300 0.308
H 1.542 8.432 1.862
H 2.169 7.054 1.191
H 1.049 7.946 0.192
C -0.472 -8.740 4.420
C -0.754 -8.285 2.922
O 0.045 -7.156 2.636
C -0.213 -5.962 3.045
C 0.874 -5.006 2.672
O -1.183 -5.568 3.716
H -0.423 -7.904 5.118
H 0.497 -9.217 4.564
H -1.245 -9.398 4.816
H -0.491 -9.143 2.304
H -1.818 -8.063 2.842
H 0.471 -3.993 2.692
H 1.325 -5.336 1.736
H 1.607 -4.961 3.477
C 0.557 0.099 6.248
C 1.167 1.163 7.215
C 0.201 1.633 8.256
C -1.020 2.261 7.593
N -1.966 2.654 7.094
H 0.995 0.201 5.255
H -0.520 0.223 6.137
H 0.818 -0.933 6.480
H 1.511 2.022 6.640
H 2.087 0.879 7.724
H 0.765 2.326 8.881
H -0.207 0.839 8.882
C -5.854 -3.233 -1.338
C -4.360 -3.536 -0.997
C -3.801 -4.787 -1.692
C -4.559 -5.963 -1.291
N -5.225 -6.839 -0.984
H -6.003 -2.916 -2.370
H -6.146 -2.374 -0.734
H -6.538 -4.048 -1.100
H -4.320 -3.783 0.064
H -3.791 -2.607 -1.031
H -2.747 -4.946 -1.463
H -3.890 -4.724 -2.776
C -1.074 2.034 1.570
C -1.364 0.870 0.637
C -0.557 0.878 -0.647
C -0.231 -0.473 -1.115
N 0.000 -1.531 -1.464
H -1.562 1.892 2.534
H -1.307 3.012 1.149
H -0.032 2.066 1.888
H -2.418 0.777 0.379
H -1.174 -0.029 1.224
H 0.414 1.369 -0.585
H -1.035 1.373 -1.492

The value obtained for the electronic energy is -67489.570 eV. The value obtained for the max |F| is 4.4 eV/A. Its HOMO-LUMO gap is 10.356 eV. The highest occupied orbital energy is -10.15 eV. Its total charge is 0.

No. 2
# C36H70ClF2N8O2P2Si

A 3-piece molecular cluster, C36H70ClF2N8O2P2Si overall in a non-equilibrium geometry (ωB97M-V with the def2-TZVPD basis set, the Open Molecules 2025 dataset).

Geometry (Å):
C -1.828 4.591 -0.963
C -2.376 3.690 -1.530
C -3.067 2.514 -2.095
C -3.277 1.478 -0.934
C -2.686 0.079 -1.258
N -1.808 -0.444 -0.210
C -2.046 -0.419 1.174
C -3.200 0.154 1.950
C -4.462 -0.772 1.814
C -4.802 -1.469 3.151
C -6.082 -2.335 2.896
C -5.086 -0.434 4.269
C -1.014 -1.035 1.793
N -0.093 -1.429 0.808
C 1.173 -2.147 1.017
F 2.011 -1.979 -0.016
F 0.827 -3.457 1.039
C 1.892 -1.732 2.319
C 2.152 -2.928 3.257
Si 3.295 -2.587 4.738
C 2.785 -3.839 6.079
C 5.103 -2.978 4.347
C 3.114 -0.867 5.504
C 3.206 -0.766 6.900
C 3.123 0.457 7.552
C 2.937 1.638 6.843
C 2.846 1.556 5.461
C 2.928 0.333 4.811
C -0.632 -1.059 -0.350
Cl 0.005 -1.270 -1.924
H -1.404 5.246 -0.233
H -2.496 2.085 -2.922
H -4.041 2.868 -2.444
H -4.352 1.422 -0.754
H -2.748 1.871 -0.068
H -2.189 0.146 -2.223
H -3.525 -0.617 -1.371
H -3.459 1.175 1.670
H -2.873 0.193 2.992
H -4.182 -1.582 1.129
H -5.330 -0.212 1.459
H -3.961 -2.113 3.435
H -6.271 -2.384 1.820
H -6.932 -1.867 3.396
H -5.897 -3.346 3.265
H -5.474 0.470 3.782
H -5.770 -0.808 5.030
H -4.139 -0.133 4.734
H -0.910 -1.198 2.853
H 1.309 -0.996 2.880
H 2.825 -1.242 2.028
H 2.659 -3.699 2.657
H 1.218 -3.400 3.582
H 2.052 -4.534 5.641
H 3.621 -4.463 6.408
H 2.262 -3.367 6.913
H 5.138 -4.041 4.082
H 5.496 -2.345 3.547
H 5.665 -2.844 5.277
H 3.383 -1.648 7.509
H 3.234 0.452 8.633
H 2.872 2.580 7.376
H 2.731 2.478 4.895
H 2.881 0.344 3.724
O -0.943 -8.581 -1.500
P 0.424 -8.184 -1.986
N 0.346 -6.514 -1.522
C 0.910 -5.379 -2.221
C 0.215 -6.273 -0.089
N 0.114 -8.368 -3.668
C 0.412 -7.378 -4.683
C -1.090 -9.099 -4.050
N 2.140 -8.135 -2.326
C 2.640 -9.408 -2.917
C 2.986 -7.914 -1.129
H 2.010 -5.367 -2.253
H 0.597 -4.446 -1.745
H 0.541 -5.302 -3.241
H 1.138 -6.501 0.464
H -0.578 -6.893 0.334
H -0.057 -5.244 0.123
H -0.355 -6.594 -4.726
H 0.455 -7.848 -5.670
H 1.391 -6.921 -4.538
H -1.990 -8.481 -3.950
H -1.216 -9.994 -3.447
H -1.019 -9.431 -5.089
H 2.484 -10.255 -2.244
H 3.707 -9.324 -3.129
H 2.156 -9.634 -3.862
H 2.756 -8.618 -0.326
H 2.878 -6.901 -0.742
H 4.040 -8.019 -1.387
O 1.511 9.249 -1.441
P 0.783 8.873 -2.704
N 1.306 10.199 -3.679
C 0.545 10.897 -4.696
C 2.747 10.263 -3.919
N -0.813 9.137 -2.107
C -1.836 9.915 -2.780
C -0.972 9.280 -0.665
N 0.106 7.980 -4.050
C -0.610 6.753 -3.610
C 1.118 7.506 -5.025
H 0.296 10.285 -5.575
H 1.102 11.761 -5.060
H -0.378 11.315 -4.302
H 3.100 9.477 -4.601
H 3.295 10.152 -2.982
H 3.039 11.226 -4.337
H -1.701 10.991 -2.617
H -2.827 9.648 -2.398
H -1.873 9.711 -3.849
H -0.677 10.278 -0.319
H -0.384 8.541 -0.128
H -2.016 9.117 -0.381
H 0.060 6.069 -3.080
H -1.032 6.231 -4.470
H -1.446 6.978 -2.955
H 1.930 6.956 -4.542
H 1.548 8.331 -5.590
H 0.653 6.854 -5.764

The value obtained for the electronic energy is -98886.681 eV. The value obtained for the max |F| is 7.3 eV/A. Its HOMO-LUMO gap is 6.849 eV. The highest occupied orbital energy is -9.61 eV. Its total charge is +1.

No. 3
# C36H70N3O10P

A 6-piece molecular cluster, C36H70N3O10P overall in a non-equilibrium geometry (ωB97M-V with the def2-TZVPD basis set, the Open Molecules 2025 dataset).

Geometry (Å):
C 4.529 -4.015 6.759
C 5.934 -3.546 6.335
C 6.203 -3.668 4.827
C 5.930 -2.392 4.059
C 4.480 -1.935 4.168
C 4.081 -0.906 3.107
C 2.564 -0.804 3.050
C 2.045 0.428 2.328
C 0.523 0.604 2.429
C 0.058 1.598 3.499
C 0.476 1.285 4.944
C -0.597 0.510 5.727
C -1.014 -0.775 5.011
C -1.629 -1.878 5.857
P -1.398 -3.498 4.876
C -1.130 -5.077 3.809
C -2.314 -6.059 3.818
N -3.578 -5.419 3.540
N -2.392 -6.771 5.095
N -2.118 -7.091 2.757
H 3.846 -3.175 6.822
H 4.123 -4.712 6.035
H 4.578 -4.512 7.721
H 6.095 -2.525 6.667
H 6.644 -4.162 6.875
H 5.549 -4.446 4.441
H 7.220 -4.014 4.672
H 6.579 -1.591 4.409
H 6.159 -2.576 3.011
H 3.831 -2.801 4.035
H 4.318 -1.478 5.138
H 4.494 -1.171 2.138
H 4.488 0.057 3.405
H 2.144 -1.687 2.573
H 2.221 -0.838 4.080
H 2.580 1.331 2.615
H 2.275 0.264 1.275
H 0.072 -0.374 2.530
H 0.172 0.973 1.472
H 0.448 2.570 3.215
H -1.028 1.621 3.474
H 0.587 2.236 5.462
H 1.425 0.766 5.009
H -1.454 1.173 5.825
H -0.253 0.311 6.737
H -0.118 -1.176 4.539
H -1.696 -0.522 4.205
H -2.693 -1.679 5.963
H -1.161 -1.969 6.835
H -2.327 -4.188 5.711
H 0.009 -3.402 5.133
H -1.929 -2.827 3.728
H -0.213 -5.562 4.136
H -0.973 -4.737 2.787
H -3.503 -4.692 2.840
H -4.041 -5.100 4.379
H -2.285 -7.762 4.907
H -1.591 -6.519 5.665
H -2.173 -6.626 1.856
H -1.184 -7.470 2.877
O -2.419 -0.045 0.509
C -1.789 -0.448 -0.428
C -2.232 -1.445 -1.477
C -0.913 -1.853 -2.128
C -0.058 -0.609 -1.927
O -0.528 -0.036 -0.689
H -2.897 -0.940 -2.180
H -2.745 -2.281 -1.020
H -1.002 -2.152 -3.170
H -0.481 -2.689 -1.575
H -0.186 0.130 -2.720
H 0.999 -0.841 -1.832
O 0.999 1.350 -4.985
C 0.303 2.307 -4.802
C -0.275 3.246 -5.841
C -0.709 4.445 -5.005
C -1.017 3.794 -3.663
O -0.108 2.681 -3.566
H -1.124 2.757 -6.321
H 0.473 3.501 -6.586
H -1.549 4.994 -5.423
H 0.126 5.138 -4.897
H -2.038 3.411 -3.611
H -0.848 4.459 -2.819
O -3.035 -4.791 -0.744
C -4.183 -4.515 -0.545
C -5.128 -5.146 0.457
C -6.494 -4.660 -0.026
C -6.141 -3.332 -0.683
O -4.813 -3.513 -1.208
H -4.885 -4.764 1.449
H -5.029 -6.227 0.447
H -7.237 -4.562 0.763
H -6.886 -5.351 -0.774
H -6.118 -2.507 0.032
H -6.809 -3.072 -1.500
O -1.812 4.903 -8.060
C -1.054 5.101 -8.966
C -1.193 4.656 -10.407
C 0.222 4.843 -10.951
C 0.744 5.981 -10.083
O 0.085 5.815 -8.812
H -1.914 5.309 -10.900
H -1.536 3.626 -10.457
H 0.267 5.063 -12.015
H 0.808 3.941 -10.768
H 0.481 6.964 -10.479
H 1.819 5.939 -9.929
O 1.356 10.243 -7.151
C 1.488 9.585 -6.162
C 1.077 8.140 -5.954
C 1.125 7.997 -4.433
C 2.192 9.015 -4.056
O 2.082 10.059 -5.038
H 1.806 7.498 -6.450
H 0.088 7.959 -6.364
H 1.352 6.991 -4.085
H 0.165 8.292 -4.006
H 3.200 8.599 -4.107
H 2.040 9.445 -3.069

The value obtained for the electronic energy is -72700.930 eV. The value obtained for the max |F| is 1.4 eV/A. Its HOMO-LUMO gap is 8.165 eV. The highest occupied orbital energy is -7.75 eV. Its total charge is 0.